# C32H21CaF12N3O6S

A structure of composition C32H21CaF12N3O6S (wB97M-V/def2-TZVPD, the OMol25 dataset).

```
! wB97M-V def2-TZVPD RIJCOSX def2/J DEFGRID3
* xyz -2 1
Ca 0.094 1.570 -1.020
C 0.720 0.164 6.082
C 0.972 0.499 4.669
C 2.062 -0.068 4.003
C 2.225 0.047 2.667
C 1.263 0.766 1.935
N 1.112 0.439 0.632
C 1.761 -0.671 0.125
C 1.257 -1.929 0.497
C 1.914 -3.083 0.163
C 3.068 -2.974 -0.630
C 3.751 -4.213 -1.155
C 3.634 -1.702 -0.973
C 2.864 -0.554 -0.735
C 3.314 0.764 -1.408
O 2.276 1.619 -1.507
C 3.799 0.428 -2.878
F 2.735 -0.223 -3.476
F 4.843 -0.442 -3.027
F 4.133 1.494 -3.642
C 4.535 1.378 -0.613
F 4.890 2.571 -1.217
F 5.679 0.525 -0.569
F 4.307 1.642 0.713
C 0.352 1.706 2.683
C 0.126 1.398 3.998
C -0.068 3.030 1.971
O -0.376 2.773 0.701
C 1.228 3.988 1.924
F 2.141 3.372 1.148
F 0.941 5.168 1.401
F 1.854 4.174 3.135
C -1.251 3.657 2.752
F -0.988 4.402 3.899
F -2.197 2.684 3.083
F -1.901 4.467 1.890
H 1.609 0.409 6.694
H 0.606 -0.906 6.176
H -0.171 0.651 6.426
H 2.748 -0.710 4.528
H 3.070 -0.415 2.084
H 0.363 -1.957 1.088
H 1.635 -4.115 0.468
H 3.020 -4.963 -1.435
H 4.440 -4.700 -0.437
H 4.415 -4.034 -2.024
H 4.620 -1.669 -1.441
H -0.726 1.857 4.512
S -0.827 1.706 -4.150
C -0.779 0.249 -4.980
N 0.356 -0.257 -5.594
C 0.295 -1.272 -6.537
C -0.891 -1.995 -6.607
C -1.959 -1.536 -5.833
N -1.908 -0.498 -5.013
H 1.215 0.303 -5.404
H 1.129 -1.371 -7.216
H -0.927 -2.872 -7.262
H -2.879 -2.089 -5.708
O -1.901 -1.900 -0.932
C -2.210 -0.789 -0.563
O -1.621 0.333 -0.779
C -3.518 -0.562 0.083
C -3.674 0.618 0.841
C -4.933 0.891 1.333
C -5.976 0.035 1.177
O -7.163 0.006 1.871
C -7.854 -1.123 1.392
O -7.072 -1.795 0.400
C -5.859 -1.078 0.347
C -4.609 -1.426 -0.172
H -2.816 1.271 1.077
H -5.019 1.773 1.963
H -8.797 -0.844 0.895
H -8.035 -1.783 2.246
H -4.466 -2.312 -0.732
*
```

The calculation puts the LUMO energy at 3.16 eV. Its orbital gap is 3.6189 eV. The calculation puts the total energy at -4122.09733 a.u. The HOMO energy is -0.46 eV. For the energy above the lowest of the compared OMol25 structures with the same formula, charge and spin, the calculation gives 0.486 eV.



# C32H21CeF10N6O2S

A structure of composition C32H21CeF10N6O2S (wB97M-V/def2-TZVPD, the OMol25 dataset).

```
! wB97M-V def2-TZVPD RIJCOSX def2/J DEFGRID3
* xyz -1 1
Ce 12.796 9.145 13.198
C 13.318 6.144 15.280
N 14.015 7.339 14.873
C 14.296 8.111 16.120
C 13.134 8.856 16.673
N 12.477 9.727 15.631
C 11.356 10.465 15.982
C 10.285 10.289 16.860
F 10.158 9.162 17.637
C 9.250 11.202 17.009
F 8.076 10.908 17.707
C 9.248 12.411 16.292
F 8.209 13.209 16.448
C 10.262 12.605 15.326
F 10.286 13.749 14.583
C 11.128 11.571 15.136
F 11.934 11.515 13.987
C 15.225 6.987 14.132
C 14.978 6.565 12.706
N 14.101 7.489 12.012
C 13.642 7.227 10.785
C 13.990 8.138 9.659
F 15.001 8.980 9.886
C 13.169 8.348 8.548
F 13.463 9.392 7.738
C 12.200 7.399 8.283
F 11.394 7.530 7.209
C 12.089 6.285 9.123
F 11.351 5.184 8.749
C 12.660 6.277 10.349
F 12.279 5.302 11.172
H 13.891 5.515 15.907
H 13.020 5.523 14.400
H 12.362 6.281 15.786
H 15.094 8.776 15.851
H 14.720 7.439 16.883
H 13.496 9.511 17.460
H 12.442 8.115 17.131
H 15.763 6.245 14.689
H 15.837 7.920 14.130
H 14.484 5.610 12.670
H 15.957 6.543 12.151
O 14.903 10.065 13.620
C 15.610 10.960 13.107
C 16.694 11.377 13.914
C 17.492 12.456 13.568
C 17.383 13.079 12.279
C 16.379 12.700 11.443
C 15.410 11.727 11.854
C 14.253 11.589 11.019
N 13.170 10.854 11.308
N 12.050 11.230 10.718
C 11.007 10.400 10.901
O 10.975 9.378 11.715
C 9.778 10.733 10.128
C 9.780 11.710 9.058
C 8.601 12.152 8.556
C 7.410 11.602 9.030
C 7.386 10.554 9.907
C 8.585 10.188 10.515
H 16.774 10.824 14.847
H 18.226 12.794 14.288
H 18.168 13.679 11.907
H 16.257 13.145 10.471
H 14.167 12.142 10.030
H 10.696 12.236 8.810
H 8.521 12.896 7.808
H 6.432 12.016 8.687
H 6.409 10.197 10.295
H 8.413 9.462 11.323
S 8.918 6.083 12.608
C 10.155 6.827 13.285
N 11.166 7.320 13.636
*
```

The calculation puts the LUMO energy (alpha / beta) at 0.93 / 0.93 eV. Its orbital gap (alpha / beta) is 5.8461 / 5.8481 eV. The calculation puts the total energy at -3583.04016 a.u. The HOMO energy (alpha / beta) is -4.92 / -4.92 eV. For the energy above the lowest of the compared OMol25 structures with the same formula, charge and spin, the calculation gives 0.000 eV.



# C32H21ClIN5OPd

A structure of composition C32H21ClIN5OPd (wB97M-V/def2-TZVPD, the OMol25 dataset).

```
! wB97M-V def2-TZVPD RIJCOSX def2/J DEFGRID3
* xyz 2 5
Pd 1.060 -1.676 -0.047
C 1.270 -0.987 4.271
C 0.603 -2.108 4.742
C -0.009 -3.015 3.872
C 0.074 -2.800 2.492
N 0.806 -1.744 2.082
C 1.376 -0.867 2.904
C -0.559 -3.602 1.379
C -1.203 -4.823 1.522
C -1.736 -5.445 0.388
C -1.661 -4.899 -0.882
C -1.044 -3.705 -1.039
C -0.465 -3.099 0.076
H 1.730 -0.219 4.873
H 0.487 -2.265 5.811
H -0.548 -3.871 4.274
H 1.937 -0.048 2.454
H -1.375 -5.316 2.474
H -2.238 -6.404 0.498
H -2.150 -5.372 -1.706
H -0.913 -3.202 -1.997
Cl 6.844 -1.518 -3.958
C 5.223 -1.586 -3.454
C 4.183 -1.606 -4.388
C 2.862 -1.646 -3.980
I 1.329 -1.677 -5.310
C 2.538 -1.680 -2.587
O 1.332 -1.809 -2.258
C 3.623 -1.566 -1.613
N 3.301 -1.500 -0.328
C 4.245 -1.434 0.593
C 5.604 -1.533 0.260
C 5.968 -1.603 -1.058
C 4.963 -1.576 -2.033
H 4.432 -1.579 -5.439
H 3.902 -1.359 1.617
H 6.362 -1.566 1.022
H 6.993 -1.637 -1.360
N -2.207 4.750 -0.628
C -3.341 5.577 -0.430
C -3.585 6.923 -0.637
C -4.906 7.345 -0.298
C -5.953 6.524 0.250
C -5.673 5.239 0.475
C -4.363 4.747 0.111
N -3.869 3.487 0.217
C -2.649 3.534 -0.213
C -1.743 2.359 -0.221
C -2.286 1.182 0.292
C -1.563 0.020 0.273
N -0.305 0.036 -0.216
C 0.247 1.153 -0.665
C -0.407 2.329 -0.673
H -1.283 5.011 -0.940
H -2.899 7.636 -1.053
H -5.139 8.410 -0.464
H -6.918 6.949 0.537
H -6.385 4.565 0.941
H -3.320 1.124 0.650
H -1.936 -0.915 0.631
H 1.257 1.153 -1.026
H 0.080 3.206 -1.085
*
```

The calculation puts the LUMO energy (alpha / beta) at -5.61 / -9.73 eV. Its orbital gap (alpha / beta) is 6.9136 / 1.8189 eV. The calculation puts the total energy at -2466.19900 a.u. The HOMO energy (alpha / beta) is -12.52 / -11.55 eV. For the energy above the lowest of the compared OMol25 structures with the same formula, charge and spin, the calculation gives 0.000 eV.



# C32H22ClIrN3O2S3

A structure of composition C32H22ClIrN3O2S3 (wB97M-V/def2-TZVPD, the OMol25 dataset).

```
! wB97M-V def2-TZVPD RIJCOSX def2/J DEFGRID3
* xyz -1 1
Ir -0.438 1.023 1.546
Cl -5.146 4.064 6.345
C -4.325 3.225 5.054
C -4.873 2.037 4.550
C -4.231 1.370 3.539
C -3.010 1.830 2.980
O -2.491 1.184 2.017
C -2.469 3.044 3.522
C -1.247 3.599 3.057
O -0.435 3.120 2.259
C -3.158 3.721 4.551
H -5.797 1.656 4.961
H -4.646 0.452 3.144
H -0.985 4.582 3.476
H -2.733 4.636 4.948
S -0.436 1.807 -0.761
C 1.215 1.597 -1.240
C 1.578 1.900 -2.554
C 2.874 1.723 -3.019
C 3.195 2.104 -4.352
N 3.419 2.436 -5.431
C 3.852 1.198 -2.148
C 3.500 0.899 -0.839
C 2.211 1.123 -0.355
S 1.915 0.877 1.338
C 5.202 1.035 -2.564
N 6.309 0.919 -2.860
H 0.827 2.304 -3.219
H 4.245 0.493 -0.167
C -0.732 -0.330 -4.347
C 0.075 -1.628 -4.305
C 1.403 -1.389 -5.039
C -0.732 -2.715 -5.033
C 0.365 -2.089 -2.880
C 1.095 -3.273 -2.687
C 1.374 -3.759 -1.426
C 0.935 -3.030 -0.332
S 1.120 -3.396 1.356
C 0.275 -1.915 1.743
N -0.109 -1.225 0.704
C 0.231 -1.828 -0.487
C -0.070 -1.378 -1.775
C 0.088 -1.451 3.091
C 0.202 -2.291 4.204
C -0.034 -1.796 5.470
C -0.359 -0.455 5.634
C -0.435 0.388 4.529
C -0.231 -0.097 3.241
H -0.896 -0.040 -5.387
H -0.195 0.477 -3.851
H -1.705 -0.453 -3.869
H 1.217 -1.031 -6.053
H 2.001 -2.298 -5.106
H 1.994 -0.632 -4.519
H -0.965 -2.393 -6.051
H -1.670 -2.899 -4.507
H -0.182 -3.655 -5.094
H 1.447 -3.837 -3.541
H 1.929 -4.678 -1.291
H -0.646 -0.469 -1.868
H 0.466 -3.332 4.052
H 0.037 -2.448 6.331
H -0.551 -0.053 6.622
H -0.661 1.434 4.692
*
```

The calculation puts the LUMO energy at 1.84 eV. Its orbital gap is 6.2757 eV. The calculation puts the total energy at -3306.63726 a.u. The HOMO energy is -4.44 eV. For the energy above the lowest of the compared OMol25 structures with the same formula, charge and spin, the calculation gives 0.000 eV.